Version one
16
Properties=species:S:1:pos:R:3 method="wB97M-V/def2-TZVPD" gap_ha="0.358 / 0.275" total_charge=+2 spin_multiplicity=2 homo_energy_ev="-20.596 / -20.668" lumo_ev="-10.86 / -13.20"
C 0.05 -0.33 1.96
C 0.84 -0.32 0.72
C 2.06 -1.03 0.58
C -0.66 1.14 -0.43
N 0.46 0.46 -0.37
H -0.87 -0.91 1.78
H 0.62 -0.86 2.72
H -0.22 0.66 2.32
H 2.80 -0.63 -0.12
H 2.28 -1.88 1.20
H -0.90 1.84 -1.23
H -1.43 1.16 0.33
H 0.94 0.35 -1.26
H -1.91 0.16 -2.89
H -2.70 -0.55 -1.79
O -1.99 0.11 -1.92

=====

Version two
16
Properties=species:S:1:pos:R:3 method="wB97M-V/def2-TZVPD" gap_ha="0.427 / 0.285" total_charge=+2 spin_multiplicity=2 homo_energy_ev="-21.768 / -21.792" lumo_ev="-10.15 / -14.04"
C -1.56 1.14 -0.94
C -0.68 0.29 -0.02
C 0.62 -0.06 -0.73
C 1.94 -0.14 0.09
O 1.87 -0.20 1.27
N -1.44 -0.96 0.43
H -2.62 0.96 -0.78
H -1.40 0.96 -2.00
H -1.39 2.20 -0.76
H -0.43 0.84 0.87
H 0.88 0.68 -1.49
H 0.63 -0.99 -1.32
H 2.91 -0.19 -0.46
H -2.44 -0.85 0.26
H -1.34 -1.13 1.44
H -1.16 -1.81 -0.07

=====

Last place for stability: version one

=====

Version one
21
Properties=species:S:1:pos:R:3 method="wB97M-V/def2-TZVPD" gap_ha="0.271 / 0.273" total_charge=+1 spin_multiplicity=1 homo_energy_ev="-11.855 / -11.852" lumo_ev="-4.49 / -4.41"
C -2.69 -0.43 -0.01
C 1.91 1.11 0.13
C -2.23 -1.70 -0.04
C 2.43 -0.04 0.01
C -0.49 0.47 -0.03
C -0.11 -0.86 -0.16
C -1.86 0.75 0.01
C 3.58 -0.95 0.04
N 0.53 1.43 -0.09
N -0.90 -1.93 -0.09
N -2.44 1.92 -0.03
H -3.73 -0.11 0.14
H 2.56 2.05 0.28
H -2.77 -2.62 0.21
H 3.55 -1.91 0.47
H 3.79 -0.95 -1.09
H 4.37 -0.59 0.71
H 0.37 2.38 -0.24
H -0.56 -2.90 0.16
H -3.39 2.01 -0.17
H -1.91 2.89 -0.20

=====

Version two
21
Properties=species:S:1:pos:R:3 method="wB97M-V/def2-TZVPD" gap_ha=0.349 total_charge=+1 spin_multiplicity=1 homo_energy_ev=-13.431 lumo_ev=-3.94
C 1.09 0.07 -3.28
C -0.16 0.51 -3.68
C 1.31 -0.10 -1.90
C -1.10 0.81 -2.62
C 0.32 0.19 -0.97
C 1.24 -0.40 2.68
C 0.42 -0.01 0.45
C -2.10 -1.24 0.92
N -0.85 0.71 -1.34
N 1.21 -0.08 1.35
N -1.37 -0.24 0.82
H 1.94 -0.29 -3.98
H -0.49 0.48 -4.66
H 2.39 -0.44 -1.55
H -2.18 0.94 -2.96
H 1.58 0.41 3.37
H 0.22 -0.82 3.05
H -1.64 -2.16 0.94
H 2.01 -1.13 2.84
H -3.27 -1.14 0.83
H -1.76 0.81 0.76

=====

Last place for stability: version one

=====

Version one
9
Properties=species:S:1:pos:R:3 method="wB97M-V/def2-TZVPD" gap_ha=0.255 total_charge=+1 spin_multiplicity=1 homo_energy_ev=-15.262 lumo_ev=-8.32
O -1.36 0.44 -2.26
N -0.24 0.62 -1.50
C -0.09 -0.43 -0.48
C 0.51 0.22 0.66
N 0.31 0.21 1.85
O 0.02 0.24 2.93
H 0.65 -1.04 -0.90
H -1.09 -1.09 -0.49
H 1.29 0.84 0.19

=====

Version two
9
Properties=species:S:1:pos:R:3 method="wB97M-V/def2-TZVPD" gap_ha=0.403 total_charge=+1 spin_multiplicity=1 homo_energy_ev=-16.358 lumo_ev=-5.39
O 2.17 0.85 0.22
C 1.16 0.23 0.17
N -0.30 1.07 -0.42
C -1.02 0.08 -0.11
N -0.46 -1.26 0.15
O 0.86 -1.05 -0.11
H 0.28 2.10 -0.57
H -1.99 -0.01 -0.03
H -0.70 -2.01 0.70

=====

Last place for stability: version one

=====

Version one
16
Properties=species:S:1:pos:R:3 method="wB97M-V/def2-TZVPD" gap_ha=0.323 spin_multiplicity=1 homo_energy_ev=-8.212 lumo_ev=0.57
N -0.36 2.50 -0.45
C -0.24 1.18 -0.67
N -0.22 0.76 -1.85
C -0.05 -0.55 -2.09
N 0.11 -1.54 -1.18
C 0.09 -1.12 0.09
C 0.41 -1.78 1.31
C 0.36 -0.84 2.38
N 0.15 0.37 1.74
C -0.15 0.22 0.47
H -0.64 3.19 -1.15
H -0.41 2.87 0.49
H -0.19 -0.83 -3.11
H 0.57 -2.85 1.47
H 0.54 -0.97 3.43
H -0.20 1.24 2.15

=====

Version two
16
Properties=species:S:1:pos:R:3 method="wB97M-V/def2-TZVPD" gap_ha=0.325 spin_multiplicity=1 homo_energy_ev=-8.081 lumo_ev=0.76
N 1.84 -1.87 -0.01
C 1.13 -0.73 -0.07
N 2.02 0.20 -0.14
C 1.47 1.49 0.05
C 0.18 1.76 0.04
N -0.76 0.72 -0.08
C -2.06 0.53 -0.09
C -2.46 -0.71 -0.06
N -1.27 -1.46 0.15
C -0.26 -0.64 0.23
H 2.87 -1.61 -0.07
H 1.41 -2.94 0.01
H 2.21 2.39 0.21
H -0.14 2.83 0.15
H -2.75 1.39 0.12
H -3.44 -1.33 -0.44

=====

Last place for stability: version two